No. 1
C37H51ClN6O2Sn as an isolated structure in a non-equilibrium geometry, computed with ωB97M-V/def2-TZVPD.

orbital gap (spin up / spin down) = 1.54 / 1.93 eV
max |F| = 3.3 eV/A
energy = -70583.9109 eV
net charge = -2
HOMO (spin up / spin down) = 2.70 / 2.25 eV
E_LUMO (spin up / spin down) = 4.24 / 4.18 eV

Geometry (Å):
Sn: -0.5717 -0.4019 -1.0386
Cl: 0.7267 -2.1408 -2.1443
C: -3.5151 1.6907 -3.3782
C: -2.2138 0.2568 -2.3013
N: -2.2141 1.3061 -3.1384
H: -5.3787 0.8238 -2.6655
N: -3.4953 -0.0489 -2.0393
H: -3.7573 2.5267 -4.0001
C: -0.9888 2.0845 -3.4547
C: -1.1886 2.8220 -4.7651
C: -0.7601 3.1054 -2.3420
H: -1.9945 3.5580 -4.6669
H: -0.2744 3.3710 -5.0297
H: -1.3993 2.1375 -5.5942
H: 1.0263 1.4975 -4.0988
H: -0.0399 0.1001 -3.8183
H: -0.6435 2.6092 -1.3666
C: 0.2018 1.1147 -3.4729
H: -1.6175 3.7871 -2.2643
H: 0.1510 3.6890 -2.5529
H: 0.6632 1.0415 -2.4566
C: -4.3087 0.8464 -2.7032
C: -3.9827 -0.1597 0.3696
H: -4.9227 0.4200 0.3958
H: -3.9629 -0.8474 1.2363
C: -3.9061 -0.9805 -0.9313
H: -3.3459 -3.1452 -0.9901
C: -5.3056 -1.4984 -1.2504
H: -5.3379 -2.0479 -2.2001
H: -3.1568 0.5703 0.4554
H: -2.3548 -2.1706 0.1328
H: -6.0416 -0.6839 -1.2799
H: -5.6393 -2.1906 -0.4643
C: -2.8640 -2.1469 -0.8555
H: -2.1320 -2.1121 -1.6992
C: 4.5574 -0.8661 2.9875
N: 3.7491 -0.2989 1.9893
H: 4.0156 -2.3954 4.5009
N: 2.4993 -1.7085 3.0436
H: 5.6013 -0.6156 3.1546
C: 4.0079 0.6457 0.8775
C: 5.3632 1.2994 1.0285
C: 3.9251 -0.1081 -0.4571
H: 6.1553 0.5421 0.9338
H: 5.5071 2.0340 0.2173
H: 5.4194 1.8217 1.9941
H: 2.9624 2.4342 0.1742
H: 2.7933 2.1132 1.9224
H: 2.9412 -0.5714 -0.6269
C: 2.8523 1.6465 0.9317
H: 4.7002 -0.8838 -0.5210
H: 4.1099 0.5910 -1.2877
H: 1.8943 1.1392 0.7586
C: 3.7627 -1.7588 3.6601
C: 1.1515 -3.4066 1.9073
H: 1.9963 -4.1001 1.8167
H: 0.2374 -4.0168 1.9625
C: 1.2715 -2.5363 3.1640
H: -0.8659 -2.1414 3.1320
C: 1.2981 -3.3503 4.4362
H: 1.4025 -2.6718 5.2961
H: 1.0892 -2.7969 0.9931
H: 0.1217 -0.9464 2.2508
H: 2.1163 -4.0825 4.3940
H: 0.3444 -3.8965 4.5395
C: 0.0818 -1.5810 3.1445
H: 0.0894 -0.9112 4.0121
C: 2.5272 -0.8153 2.0637
O: 0.8722 1.1787 3.4662
C: -0.0256 1.8275 2.9260
N: -0.6042 2.9483 3.5183
C: -1.5941 3.5914 2.7118
C: -1.4578 2.6658 1.4447
O: -2.1086 2.8479 0.3897
N: -0.5982 1.6540 1.6698
C: -2.9833 3.4727 3.3304
C: -4.1081 3.1713 2.5552
C: -5.3546 2.9848 3.1709
C: -5.4852 3.1259 4.5585
C: -4.3705 3.5167 5.3178
C: -3.1277 3.7150 4.7023
C: -1.1990 5.0579 2.4874
C: -2.0194 6.1575 2.8037
C: -1.5607 7.4641 2.5559
C: -0.2879 7.6829 2.0106
C: 0.5467 6.5826 1.7582
C: 0.0895 5.2814 2.0013
H: -0.2788 3.2061 4.4404
H: -4.0039 3.0923 1.4684
H: -6.2139 2.7174 2.5481
H: -6.4588 2.9513 5.0387
H: -4.4616 3.6586 6.3973
H: -2.2860 4.0772 5.2989
H: -3.0114 6.0077 3.2463
H: -2.2088 8.3141 2.7935
H: 0.0522 8.7012 1.7785
H: 1.5576 6.7191 1.3670
H: 0.7472 4.4270 1.8139

Just the Löwdin charges please, in e? Sure, here they are:
1 Sn 0.71
2 Cl -0.26
3 C -0.05
4 C -0.35
5 N -0.03
6 H 0.09
7 N -0.03
8 H 0.10
9 C -0.56
10 C -0.10
11 C -0.07
12 H 0.06
13 H 0.07
14 H 0.08
15 H 0.07
16 H 0.05
17 H 0.04
18 C -0.16
19 H 0.08
20 H 0.08
21 H -0.02
22 C -0.07
23 C -0.06
24 H 0.07
25 H 0.08
26 C -0.52
27 H 0.05
28 C -0.20
29 H 0.07
30 H 0.06
31 H 0.05
32 H 0.05
33 H 0.06
34 C -0.19
35 H 0.00
36 C -0.06
37 N -0.03
38 H 0.09
39 N -0.03
40 H 0.09
41 C -0.57
42 C -0.07
43 C -0.05
44 H 0.07
45 H 0.08
46 H 0.08
47 H 0.08
48 H 0.08
49 H 0.05
50 C -0.07
51 H 0.08
52 H 0.08
53 H 0.04
54 C -0.06
55 C -0.05
56 H 0.08
57 H 0.08
58 C -0.57
59 H 0.08
60 C -0.07
61 H 0.08
62 H 0.05
63 H 0.04
64 H 0.07
65 H 0.08
66 C -0.08
67 H 0.07
68 C -0.06
69 O -0.01
70 C -0.54
71 N 0.11
72 C -0.29
73 C -0.45
74 O -0.05
75 N 0.16
76 C -0.15
77 C -0.01
78 C -0.10
79 C -0.12
80 C -0.11
81 C -0.05
82 C -0.11
83 C -0.02
84 C -0.10
85 C -0.12
86 C -0.09
87 C -0.01
88 H 0.14
89 H 0.11
90 H 0.09
91 H 0.09
92 H 0.09
93 H 0.11
94 H 0.11
95 H 0.09
96 H 0.09
97 H 0.09
98 H 0.12

***

No. 2
C37H51N4OP2Zn as an isolated structure in a non-equilibrium geometry, computed with ωB97M-V/def2-TZVPD.

orbital gap = 5.64 eV
max |F| = 7.2 eV/A
energy = -114193.3711 eV
net charge = +1
HOMO = -8.88 eV
E_LUMO = -3.24 eV

Geometry (Å):
C: -1.2674 2.4833 0.1417
C: -2.2513 0.3400 -0.1098
C: -2.4923 3.1406 0.0826
C: -3.4897 1.0017 -0.3972
C: -3.6175 2.3832 -0.2392
H: -2.5260 4.2107 0.2863
H: -4.3611 0.4399 -0.7525
H: -4.5957 2.8718 -0.3360
N: -1.1445 1.1507 0.1628
P: 1.5678 2.5500 -0.2154
P: -1.1515 -2.0627 0.8803
C: -0.0218 3.3796 0.2967
H: -0.1278 4.3233 -0.2619
H: 0.1082 3.6460 1.3582
C: 3.4374 -0.1100 0.0758
O: 4.3258 -0.8260 0.1085
C: -2.0240 -1.0720 -0.3013
H: -2.8478 -1.6393 -0.8604
C: -0.7920 -3.7837 0.0344
C: -2.5103 -2.1504 2.2094
C: 1.6541 2.8479 -2.0707
C: 2.8937 3.3902 0.7910
C: 0.6802 -3.8326 -0.4143
H: 1.3511 -3.6943 0.4426
H: 0.8779 -4.8260 -0.8474
H: 0.9212 -3.0865 -1.1708
C: -0.9717 -4.9174 1.0526
H: -0.3226 -4.7648 1.9228
H: -2.0077 -5.0334 1.3869
H: -0.6703 -5.8665 0.5844
C: -1.6995 -3.9641 -1.1804
H: -1.4679 -4.9432 -1.6376
H: -2.7646 -3.9942 -0.9125
H: -1.5316 -3.1714 -1.9253
C: -1.8998 -2.8501 3.4283
H: -0.9500 -2.3661 3.7017
H: -2.6066 -2.7434 4.2624
H: -1.7095 -3.9168 3.2585
C: -2.8998 -0.7333 2.6546
H: -2.0260 -0.1461 2.9694
H: -3.4330 -0.1874 1.8664
H: -3.5911 -0.8372 3.5026
C: -3.7460 -2.8599 1.6094
H: -3.9433 -2.5582 0.5422
H: -3.6602 -3.9793 1.6773
H: -4.6352 -2.5119 2.2030
C: 4.2729 3.0288 0.2115
H: 5.0349 3.4576 0.8843
H: 4.4281 1.9383 0.1707
H: 4.4295 3.4577 -0.7903
C: 2.8066 2.8792 2.2439
H: 1.8591 3.1694 2.7252
H: 2.9226 1.7934 2.3259
H: 3.6263 3.3474 2.8121
C: 2.7204 4.9130 0.7950
H: 3.4739 5.3130 1.4908
H: 2.9046 5.3606 -0.1847
H: 1.7268 5.2233 1.1530
C: 0.2834 2.5818 -2.7311
H: 0.4091 2.7381 -3.8165
H: -0.0718 1.5508 -2.5859
H: -0.5018 3.2696 -2.3734
C: 2.6825 1.8755 -2.6776
H: 2.3453 0.8322 -2.6196
H: 2.7910 2.1466 -3.7396
H: 3.6741 1.9416 -2.2070
C: 2.0679 4.2977 -2.3423
H: 1.3901 5.0233 -1.8679
H: 3.1044 4.5045 -2.0431
H: 2.0129 4.4576 -3.4303
Zn: 0.8778 0.5346 0.4110
N: 0.7843 -0.6164 -1.3547
C: -0.1825 -0.9775 -2.0769
C: -0.8031 -1.2054 -3.3860
C: 0.0550 -1.4505 -4.4864
C: -2.1910 -1.1063 -3.6149
C: -0.4325 -1.6237 -5.7954
H: 1.1354 -1.4958 -4.3056
C: -2.6846 -1.3027 -4.9335
H: -2.8523 -0.8469 -2.7919
C: -1.8207 -1.5596 -6.0126
H: 0.2935 -1.7980 -6.6034
H: -3.7631 -1.2437 -5.1304
H: -2.2214 -1.6991 -7.0252
N: 3.3062 -3.9049 4.4476
C: 2.6491 -2.9713 4.1921
C: 1.8964 -1.7735 3.8803
C: 1.3951 -0.9545 4.9056
C: 0.6362 0.1554 4.5570
C: 0.5059 0.4975 3.2101
N: 1.1708 -0.1954 2.2497
C: 1.8198 -1.3483 2.5484
H: 1.6310 -1.1733 5.9362
H: 0.1489 0.7844 5.2999
H: -0.0872 1.3434 2.8814
H: 2.2803 -1.9004 1.7341

Just the Löwdin charges please, in e? Sure, here they are:
1 C -0.35
2 C -0.34
3 C -0.06
4 C -0.04
5 C -0.05
6 H 0.11
7 H 0.12
8 H 0.12
9 N 0.05
10 P 1.06
11 P 1.08
12 C -0.25
13 H 0.09
14 H 0.08
15 C 0.00
16 O 0.13
17 C -0.36
18 H 0.07
19 C -0.66
20 C -0.69
21 C -0.66
22 C -0.68
23 C -0.11
24 H 0.06
25 H 0.09
26 H 0.04
27 C -0.10
28 H 0.08
29 H 0.06
30 H 0.09
31 C -0.09
32 H 0.10
33 H 0.08
34 H 0.05
35 C -0.10
36 H 0.06
37 H 0.09
38 H 0.06
39 C -0.09
40 H 0.06
41 H 0.07
42 H 0.09
43 C -0.08
44 H 0.07
45 H 0.08
46 H 0.09
47 C -0.08
48 H 0.10
49 H 0.04
50 H 0.08
51 C -0.09
52 H 0.08
53 H 0.06
54 H 0.10
55 C -0.08
56 H 0.10
57 H 0.07
58 H 0.08
59 C -0.06
60 H 0.10
61 H 0.06
62 H 0.09
63 C -0.09
64 H 0.05
65 H 0.10
66 H 0.07
67 C -0.09
68 H 0.09
69 H 0.07
70 H 0.10
71 Zn 0.42
72 N 0.08
73 C -0.11
74 C -0.23
75 C -0.02
76 C -0.02
77 C -0.06
78 H 0.12
79 C -0.05
80 H 0.09
81 C -0.06
82 H 0.12
83 H 0.11
84 H 0.11
85 N 0.19
86 C -0.15
87 C -0.18
88 C 0.02
89 C -0.01
90 C -0.12
91 N -0.05
92 C -0.07
93 H 0.13
94 H 0.13
95 H 0.11
96 H 0.11

***

No. 3
C37H52BN10NaO2S6 as an isolated structure in a non-equilibrium geometry, computed with ωB97M-V/def2-TZVPD.

orbital gap (spin up / spin down) = 3.98 / 4.72 eV
max |F| = 1.7 eV/A
energy relative to the best compared isomer or geometry (same formula, charge and spin) = 27.1 kcal per mole
energy = -128316.9968 eV
net charge = -2
HOMO (spin up / spin down) = -0.21 / -0.95 eV
E_LUMO (spin up / spin down) = 3.77 / 3.77 eV

Geometry (Å):
Na: -1.1502 -2.0913 1.2502
C: 0.6422 2.2132 4.8465
C: 0.1135 2.4802 3.4724
C: -0.8298 3.4945 3.2431
C: -1.3620 3.6125 1.9561
N: -0.9545 2.8879 0.9500
N: 0.0372 1.9765 1.1262
B: 0.5097 1.2877 -0.0224
N: -0.3099 1.0743 -1.1982
N: 0.3417 1.2373 -2.3693
C: -0.2277 0.9278 -3.5018
C: -1.5367 0.4239 -3.5571
C: -2.2369 0.2678 -2.3798
C: -3.6174 -0.3032 -2.3760
C: -1.6226 0.6132 -1.1595
S: -2.4416 0.4372 0.2928
C: 0.5434 1.2317 -4.7747
C: 2.0062 1.5613 -4.4725
C: 0.4890 0.0228 -5.7138
C: -0.1224 2.4416 -5.4483
N: 1.9761 1.0652 -0.1352
N: 2.7332 2.1532 0.0250
C: 4.0368 2.0781 -0.0550
C: 4.6858 0.8482 -0.2819
C: 3.9209 -0.2808 -0.4838
C: 4.5113 -1.6314 -0.7269
C: 2.5094 -0.1647 -0.4381
S: 1.5078 -1.4784 -0.6958
C: 4.7925 3.3988 -0.0068
C: 3.8358 4.5475 0.3152
C: 5.9109 3.3909 1.0406
C: 5.4005 3.6395 -1.3969
C: 0.5141 1.7138 2.4044
S: 1.4731 0.2512 2.6108
C: -2.4246 4.6420 1.6133
C: -1.9057 6.0468 1.9504
C: -3.6845 4.3407 2.4264
C: -2.7436 4.5644 0.1198
H: 0.1674 2.8704 5.5745
H: 1.7239 2.3626 4.8762
H: 0.4459 1.1724 5.1151
H: -1.1507 4.1098 4.0708
H: -1.9929 0.1351 -4.4926
H: -3.9298 -0.5508 -3.3900
H: -4.3200 0.4071 -1.9403
H: -3.6415 -1.2028 -1.7587
H: 2.4959 0.7148 -3.9975
H: 2.0705 2.4066 -3.7937
H: 2.5312 1.8017 -5.3990
H: 0.8762 -0.8586 -5.2086
H: 1.0838 0.2025 -6.6087
H: -0.5290 -0.1889 -6.0290
H: -0.1412 3.2859 -4.7626
H: -1.1469 2.2064 -5.7293
H: 0.4278 2.7296 -6.3444
H: 5.7642 0.7803 -0.3154
H: 5.5990 -1.6002 -0.7021
H: 4.1745 -2.0131 -1.6900
H: 4.1478 -2.3305 0.0260
H: 3.3390 4.3688 1.2634
H: 3.0710 4.6236 -0.4524
H: 4.3885 5.4871 0.3692
H: 5.4953 3.2344 2.0330
H: 6.4310 4.3505 1.0314
H: 6.6414 2.6112 0.8387
H: 4.6117 3.6412 -2.1465
H: 6.1157 2.8600 -1.6504
H: 5.9153 4.6007 -1.4284
H: -1.7088 6.1593 3.0150
H: -2.6390 6.7994 1.6594
H: -0.9804 6.2423 1.4127
H: -3.4771 4.3992 3.4923
H: -4.0302 3.3355 2.2044
H: -4.4808 5.0451 2.1870
H: -1.8452 4.7400 -0.4648
H: -3.4992 5.3006 -0.1498
H: -3.1015 3.5698 -0.1236
O: -4.6114 -3.1049 3.0509
C: -5.2029 -4.0939 2.3764
C: -6.4953 -4.4835 2.7401
C: -7.1175 -5.5315 2.0925
C: -6.4799 -6.1861 1.0464
C: -5.2176 -5.7828 0.6550
C: -4.5556 -4.7534 1.3122
C: -3.1730 -4.3584 0.9325
O: -2.5369 -3.4885 1.6215
N: -2.6818 -5.0080 -0.0836
N: -1.4622 -4.6490 -0.5356
C: -0.5551 -5.5079 -0.6177
S: -0.7364 -7.2094 -0.0178
C: 0.9760 -7.6956 -0.4253
C: 1.8399 -6.4540 -0.3764
S: 0.9844 -5.1907 -1.3864
H: -3.6868 -3.0499 2.6593
H: -6.9931 -3.9431 3.5335
H: -8.1016 -5.8444 2.4173
H: -6.9617 -7.0165 0.5480
H: -4.7029 -6.2675 -0.1603
H: 0.9792 -8.1244 -1.4300
H: 1.2818 -8.4525 0.2968
H: 2.8218 -6.6195 -0.8188
H: 1.9452 -6.0519 0.6348
N: 2.0046 -3.8582 3.5640
N: 1.7493 -4.1691 2.1816
H: 1.4319 -4.5031 4.1096
H: 1.6660 -2.9122 3.7961
H: 0.7815 -3.9229 1.9272
H: 2.3378 -3.5410 1.6337
S: 0.2486 -0.9570 3.6819

Löwdin atomic charge list, values in e, 99 entries:
1 Na 0.17
2 C -0.10
3 C -0.29
4 C 0.00
5 C -0.26
6 N 0.12
7 N 0.00
8 B -0.64
9 N 0.02
10 N 0.15
11 C -0.26
12 C 0.00
13 C -0.29
14 C -0.10
15 C -0.66
16 S 0.71
17 C -0.55
18 C -0.07
19 C -0.06
20 C -0.05
21 N -0.01
22 N 0.19
23 C -0.23
24 C 0.05
25 C -0.26
26 C -0.09
27 C -0.69
28 S 0.72
29 C -0.55
30 C -0.06
31 C -0.05
32 C -0.05
33 C -0.52
34 S 0.43
35 C -0.55
36 C -0.06
37 C -0.05
38 C -0.07
39 H 0.07
40 H 0.07
41 H 0.00
42 H 0.09
43 H 0.10
44 H 0.07
45 H 0.06
46 H 0.07
47 H 0.08
48 H 0.07
49 H 0.07
50 H 0.09
51 H 0.07
52 H 0.07
53 H 0.09
54 H 0.07
55 H 0.07
56 H 0.11
57 H 0.07
58 H 0.07
59 H 0.07
60 H 0.08
61 H 0.08
62 H 0.08
63 H 0.09
64 H 0.08
65 H 0.07
66 H 0.08
67 H 0.07
68 H 0.08
69 H 0.07
70 H 0.07
71 H 0.08
72 H 0.07
73 H 0.09
74 H 0.08
75 H 0.08
76 H 0.07
77 H 0.07
78 O 0.06
79 C -0.28
80 C -0.03
81 C -0.12
82 C -0.12
83 C -0.04
84 C -0.07
85 C -0.44
86 O -0.13
87 N 0.01
88 N -0.07
89 C -0.93
90 S 0.85
91 C -0.57
92 C -0.53
93 S 0.86
94 H 0.08
95 H 0.10
96 H 0.09
97 H 0.08
98 H 0.10
99 H 0.06

***

Among the records above, which one has the lowest energy?
C37H52BN10NaO2S6